{
  "formula": "C20H20N4O2S3",
  "method": "ωB97M-V/def2-TZVPD",
  "homo_lumo_gap_ev": 8.0,
  "smiles": "Cc1ccc(C(=O)c2c(NC(=O)CSc3nnc(N)s3)sc3c2CCCC3)cc1",
  "total_charge": 0,
  "largest_force_ev_per_a": 1.8,
  "mol_weight_g_mol": 444.6,
  "homo_ha": -0.2906,
  "symbols": ["C", "C", "C", "C", "C", "C", "O", "C", "C", "N", "C", "O", "C", "S", "C", "N", "N", "C", "N", "S", "S", "C", "C", "C", "C", "C", "C", "C", "C", "H", "H", "H", "H", "H", "H", "H", "H", "H", "H", "H", "H", "H", "H", "H", "H", "H", "H", "H", "H"],
  "coordinates": [[4.50500, -0.41425, -2.85180], [3.10436, -0.24888, -2.35018], [2.84852, -0.21172, -0.98185], [1.56096, -0.08519, -0.50112], [0.49401, 0.01910, -1.39173], [-0.87209, 0.27937, -0.88148], [-1.53867, 1.19770, -1.36760], [-1.33117, -0.49099, 0.25453], [-2.27187, 0.04889, 1.12418], [-2.85641, 1.27731, 0.96680], [-3.56357, 1.86699, 1.96962], [-3.86073, 1.26354, 2.97832], [-3.86205, 3.32705, 1.73869], [-2.39470, 4.27427, 2.32965], [-1.24268, 3.79615, 1.11480], [-0.15636, 3.16408, 1.35117], [0.58959, 2.92250, 0.28758], [0.08377, 3.36500, -0.82046], [0.68271, 3.27753, -2.02254], [-1.45113, 4.19712, -0.61364], [-2.56040, -0.90639, 2.52058], [-1.48000, -2.11925, 1.89739], [-0.90056, -1.77218, 0.71831], [-0.03572, -2.80447, 0.07109], [0.97680, -3.38064, 1.07888], [0.42170, -3.51001, 2.50935], [-1.10930, -3.39213, 2.56675], [0.74418, 0.01370, -2.76019], [2.03542, -0.13631, -3.23147], [4.57032, -0.18940, -3.91337], [5.18651, 0.23781, -2.30897], [4.83616, -1.44150, -2.69857], [3.67319, -0.28135, -0.28776], [1.37505, -0.03851, 0.56026], [-2.62903, 1.72637, 0.07590], [-4.04180, 3.57339, 0.69352], [-4.68545, 3.65497, 2.36905], [0.08425, 3.32256, -2.83149], [1.44180, 2.61500, -2.07476], [0.48529, -2.41724, -0.80237], [-0.69023, -3.61550, -0.26529], [1.29962, -4.35640, 0.71289], [1.85546, -2.73449, 1.09616], [0.83609, -2.71499, 3.13132], [0.72861, -4.46176, 2.94410], [-1.56227, -4.23786, 2.03959], [-1.45499, -3.41027, 3.59994], [-0.08419, 0.11088, -3.44708], [2.21599, -0.15964, -4.29672]],
  "forces_ev_per_angstrom": [[0.02, -0.05, 0.01], [-0.05, 0.05, 0.04], [0.01, -0.02, -0.06], [-0.15, -0.03, -0.16], [0.30, 0.15, -0.25], [-0.09, 0.08, 0.03], [0.01, -0.33, -0.18], [-0.60, 0.19, 0.30], [0.15, -0.12, 0.14], [0.00, 0.06, -0.32], [-0.21, 0.26, -0.27], [-0.19, 0.21, 0.21], [0.46, 0.14, 0.25], [-0.32, 0.07, 0.03], [-0.46, 0.47, -0.72], [-0.69, 0.05, 1.35], [1.30, -0.41, -1.11], [-0.87, 0.64, 0.13], [0.24, 0.08, -0.43], [0.70, -0.24, 0.73], [0.44, -0.59, -0.39], [-0.03, 0.40, -0.17], [-0.16, -0.19, 0.31], [0.13, -0.04, -0.03], [-0.02, -0.02, -0.05], [-0.04, -0.11, 0.05], [0.11, 0.00, 0.10], [-0.17, -0.07, 0.19], [0.02, 0.01, -0.01], [0.06, 0.01, -0.06], [0.09, 0.03, -0.01], [0.08, -0.04, -0.03], [0.10, 0.02, 0.09], [-0.03, 0.01, 0.14], [-0.14, 0.00, 0.26], [-0.11, -0.05, 0.03], [-0.02, -0.08, -0.07], [0.10, -0.13, 0.05], [-0.01, -0.06, -0.02], [-0.06, -0.13, -0.02], [0.03, 0.00, -0.08], [0.08, 0.01, 0.00], [0.06, -0.03, -0.03], [-0.01, -0.03, 0.05], [0.06, 0.00, 0.05], [-0.06, -0.07, 0.07], [-0.04, -0.11, 0.02], [-0.08, 0.04, -0.06], [0.04, -0.01, -0.10]],
  "nbo_charge": [-0.63, 0.00, -0.24, -0.10, -0.18, 0.56, -0.63, -0.22, 0.06, -0.63, 0.67, -0.59, -0.60, 0.31, -0.18, -0.23, -0.36, 0.27, -0.79, 0.29, 0.53, -0.21, -0.03, -0.43, -0.39, -0.39, -0.44, -0.17, -0.24, 0.22, 0.22, 0.23, 0.22, 0.23, 0.46, 0.23, 0.26, 0.40, 0.41, 0.23, 0.21, 0.20, 0.20, 0.20, 0.21, 0.21, 0.22, 0.22, 0.21]
}



{
  "formula": "C5H15NO",
  "method": "ωB97M-V/def2-TZVPD",
  "homo_lumo_gap_ev": [12.5, 7.4],
  "spin_multiplicity": 2,
  "total_charge": 1,
  "largest_force_ev_per_a": 5.5,
  "s2": 0.7542,
  "mol_weight_g_mol": 105.2,
  "homo_ha": [-0.5629, -0.5629],
  "symbols": ["C", "C", "C", "N", "C", "C", "H", "H", "H", "H", "H", "H", "H", "H", "H", "H", "H", "H", "H", "H", "H", "O"],
  "coordinates": [[1.29766, -1.04990, 0.14003], [1.61400, -1.84628, 1.36974], [-0.16509, -0.70620, -0.23361], [-0.86850, 0.31884, 0.57868], [-0.10380, 1.59172, 0.64184], [-2.26045, 0.47778, 0.18670], [1.59176, -1.40833, -0.77192], [1.79098, -0.04646, 0.13140], [1.10550, -1.22412, 2.11230], [1.18374, -2.90577, 1.48584], [2.67383, -1.77405, 1.50802], [-0.81784, -1.64738, 0.09908], [-0.20394, -0.38033, -1.26632], [-0.40295, 2.12637, 1.53876], [-0.33600, 2.23503, -0.26550], [1.00022, 1.50716, 0.78011], [-2.54849, 0.26514, -0.86197], [-2.99739, 0.02179, 0.82661], [-2.60856, 1.61374, 0.19343], [0.28778, 1.00405, -1.88241], [0.41736, 0.50547, -3.50606], [0.35017, 1.32173, -2.80476]],
  "forces_ev_per_angstrom": [[-1.35, 2.70, -0.18], [-1.82, -0.21, 0.51], [-1.11, -3.57, 3.97], [1.20, 1.91, -3.41], [0.32, 0.64, 0.86], [-1.97, 3.63, -0.16], [1.33, -1.66, -2.17], [0.20, -0.92, 0.42], [0.39, -0.43, 0.80], [0.83, 1.58, -0.63], [0.49, -0.45, 0.40], [1.16, 1.52, -1.80], [-0.71, -0.40, -0.16], [-0.50, 0.31, -0.05], [0.04, -0.84, 0.93], [-1.04, -0.53, -0.45], [1.00, -0.81, 0.40], [0.14, -0.73, 0.48], [1.20, -2.08, 0.54], [0.39, 0.00, -1.36], [-0.24, 2.87, 3.02], [0.05, -2.53, -1.95]],
  "mulliken_spin": [0.01, 0.00, -0.01, 0.78, 0.01, 0.00, 0.00, 0.00, 0.00, 0.00, 0.00, 0.02, 0.05, 0.02, 0.05, 0.00, 0.02, 0.03, 0.01, -0.01, 0.00, 0.01]
}



{
  "formula": "C30H37O5Yb",
  "method": "ωB97M-V/def2-TZVPD",
  "homo_lumo_gap_ev": [3.2, 3.2],
  "spin_multiplicity": 2,
  "total_charge": -2,
  "largest_force_ev_per_a": 2.1,
  "s2": 0.7540,
  "mol_weight_g_mol": 650.7,
  "homo_ha": [0.0203, 0.0203],
  "symbols": ["C", "C", "C", "C", "H", "H", "C", "H", "H", "C", "H", "H", "C", "C", "C", "O", "O", "O", "O", "C", "H", "H", "H", "C", "H", "H", "H", "O", "H", "H", "C", "C", "H", "H", "H", "H", "H", "H", "Yb", "C", "C", "C", "H", "C", "C", "H", "H", "H", "H", "C", "C", "C", "H", "C", "C", "H", "H", "H", "H", "C", "C", "C", "C", "C", "C", "C", "H", "H", "H", "H", "H", "H", "H"],
  "coordinates": [[-3.21929, -0.60351, -2.83710], [-2.93004, 0.72908, -2.11061], [-1.90017, -1.40893, -2.96664], [-0.81187, -0.34833, -2.89750], [-1.89684, -1.95776, -3.90781], [-1.80507, -2.11116, -2.12878], [-1.42738, 0.65796, -1.84031], [-3.54740, 0.83120, -1.20508], [-3.13948, 1.59319, -2.76171], [-1.21616, 0.01776, -0.42692], [-0.93378, 1.64933, -1.89070], [-0.77550, 0.20258, -3.84717], [0.55273, -0.86089, -2.62676], [-4.20786, -1.49496, -2.11064], [-3.76156, -0.26426, -4.22516], [-3.08088, -0.48784, -5.21693], [-4.48045, -1.42781, -0.92403], [-4.75359, -2.40897, -2.92346], [-4.98096, 0.28343, -4.33081], [-5.88093, 0.63030, -3.24336], [-5.38745, 1.05360, -2.35422], [-6.48172, -0.25072, -2.97740], [-6.52250, 1.39060, -3.69910], [-5.58242, -3.34687, -2.24405], [-5.00195, -3.87437, -1.47872], [-5.94213, -4.03321, -3.01046], [-6.41322, -2.82638, -1.75602], [0.12492, 0.06140, -0.13337], [-1.67018, -0.99901, -0.42313], [-1.77127, 0.57917, 0.36549], [1.67083, -0.14889, -3.23785], [0.80467, -2.10239, -1.89612], [0.38723, -3.00261, -2.37789], [0.41138, -2.06257, -0.86714], [1.89161, -2.23817, -1.79867], [2.54986, -0.17603, -2.57680], [1.40692, 0.89877, -3.43787], [1.96792, -0.62482, -4.19148], [0.80406, 0.76146, 1.72844], [2.29209, 2.95066, 2.19929], [1.75094, 3.06815, 0.88286], [0.32801, 3.18900, 0.99966], [2.33228, 3.08184, -0.04608], [-0.00771, 3.12764, 2.39207], [1.20677, 2.95998, 3.12760], [1.30346, 2.94885, 4.21668], [3.35719, 2.90867, 2.45623], [-0.36407, 3.39924, 0.18050], [-0.99302, 3.30304, 2.83003], [1.14271, -1.52920, 3.14324], [1.04356, -0.46441, 4.09845], [-0.28285, 0.05421, 4.04063], [1.82553, -0.15161, 4.80120], [-1.01095, -0.68191, 3.05265], [-0.12606, -1.66046, 2.49854], [-0.38342, -2.42684, 1.75786], [2.03054, -2.14180, 2.94053], [-0.69472, 0.79719, 4.72365], [-2.08346, -0.60419, 2.85171], [3.61966, -0.01944, 1.16871], [4.71085, 0.14227, 2.03486], [4.70816, -0.46695, 3.33807], [5.64424, -0.08727, 4.28003], [6.65040, 0.82271, 3.96722], [6.70971, 1.38620, 2.69055], [5.80247, 1.03255, 1.69974], [3.86518, -0.11740, 0.11855], [2.66419, -0.36374, 1.58416], [3.84125, -1.10228, 3.56944], [5.53638, -0.46546, 5.28880], [7.37017, 1.09485, 4.70504], [7.43402, 2.17147, 2.45973], [5.72642, 1.56506, 0.73567]],
  "forces_ev_per_angstrom": [[-1.12, -0.34, -0.35], [0.48, 0.15, -0.43], [-0.25, 0.10, -0.11], [-0.47, 0.77, 0.44], [0.02, -0.06, 0.12], [-0.02, 0.17, -0.21], [0.28, -0.45, 1.16], [0.42, -0.08, -0.12], [-0.16, -0.29, 0.03], [1.12, 1.18, -0.03], [-0.19, -0.56, 0.25], [-0.16, -0.15, -0.10], [-0.77, 0.14, -0.18], [-0.07, 0.85, 1.48], [1.62, -1.14, -0.56], [-1.68, 0.80, 0.85], [0.20, -0.19, -1.23], [0.03, -0.26, -0.11], [-0.38, 0.46, -0.20], [0.38, -0.15, -0.36], [-0.04, -0.32, -0.47], [0.21, 0.25, 0.01], [0.04, -0.17, 0.24], [-0.13, -0.16, 0.11], [-0.18, 0.06, -0.16], [0.02, 0.05, 0.12], [0.09, -0.17, -0.07], [-0.81, -0.72, -1.20], [0.14, 0.08, 0.05], [-0.40, -0.01, -0.53], [0.71, 0.43, -0.06], [0.37, -0.73, 0.64], [0.06, 0.02, -0.08], [0.06, 0.05, -0.23], [-0.26, -0.15, 0.03], [-0.12, 0.15, -0.18], [0.20, -0.17, -0.03], [0.08, 0.16, -0.04], [0.94, -0.06, 0.81], [-0.54, 0.33, 0.01], [-0.34, 0.48, 0.47], [0.46, 0.59, 0.43], [-0.32, -0.12, 0.45], [0.43, 0.46, -0.24], [0.24, 0.77, -0.53], [-0.07, -0.17, -0.44], [-0.55, -0.28, -0.17], [0.20, -0.29, 0.27], [0.27, -0.27, -0.20], [-0.64, 0.13, 0.21], [-0.37, -0.45, -0.05], [0.02, -0.83, 0.11], [-0.32, -0.04, -0.50], [0.43, -0.42, 0.44], [0.12, 0.02, 0.71], [0.13, 0.52, 0.21], [-0.51, 0.39, 0.06], [0.13, -0.06, -0.37], [0.45, 0.12, -0.07], [0.17, -0.16, 0.09], [-0.54, 0.16, -0.29], [-0.14, 0.71, 0.04], [-0.62, -0.20, -0.32], [0.17, 0.08, -0.02], [-0.25, -0.09, -0.92], [-0.29, -0.21, 0.59], [-0.62, 0.42, -0.24], [1.08, -0.95, -0.48], [0.62, 0.21, 0.08], [0.22, -0.13, 0.16], [0.43, 0.26, 0.49], [0.05, -0.23, 0.15], [0.25, -0.29, 0.58]],
  "mulliken_spin": [-0.02, 0.00, 0.09, 0.17, -0.01, 0.00, 0.06, 0.00, 0.00, 0.01, -0.01, 0.00, 0.52, 0.00, 0.00, 0.00, 0.00, 0.00, 0.00, 0.00, 0.00, 0.00, 0.00, 0.00, 0.00, 0.00, 0.00, 0.06, 0.00, 0.01, -0.01, 0.00, 0.04, 0.03, 0.00, 0.02, 0.00, 0.04, 0.00, 0.00, 0.00, 0.00, 0.00, 0.00, 0.00, 0.00, 0.00, 0.00, 0.00, 0.00, 0.00, 0.00, 0.00, 0.00, 0.00, 0.00, 0.00, 0.00, 0.00, -0.01, 0.00, 0.00, 0.00, 0.00, 0.00, 0.00, 0.00, 0.00, 0.00, 0.00, 0.00, 0.00, 0.00]
}



{
  "formula": "C7H8IO2P",
  "method": "ωB97M-V/def2-TZVPD",
  "homo_lumo_gap_ev": [6.8, 6.8],
  "total_charge": 0,
  "largest_force_ev_per_a": 5.2,
  "mol_weight_g_mol": 282.0,
  "homo_ha": [-0.3294, -0.3294],
  "symbols": ["C", "C", "C", "C", "C", "C", "C", "O", "O", "P", "I", "H", "H", "H", "H", "H", "H", "H", "H"],
  "coordinates": [[0.55516, 0.90981, 3.06503], [0.33535, -0.44457, 2.93292], [0.58785, 1.77436, 1.91586], [0.15807, -1.01761, 1.69531], [0.36374, 1.21537, 0.62716], [0.10392, -0.17462, 0.57604], [-0.72645, -1.55598, -3.06355], [1.08672, 0.58300, -2.27660], [-0.44927, -0.67930, -0.54859], [-0.25515, -0.04315, -2.03598], [-0.65712, 0.33074, -5.14906], [0.67065, 1.20384, 4.12248], [0.28775, -1.13670, 3.64886], [0.80008, 2.82719, 1.99359], [0.11079, -2.09816, 1.65726], [0.08356, 1.81223, -0.31322], [0.05431, -2.22192, -3.42363], [-1.66073, -1.92912, -3.22643], [-1.44922, 0.64458, -2.19746]],
  "forces_ev_per_angstrom": [[0.08, 1.01, 0.00], [0.29, 1.86, -3.44], [0.04, -1.78, 0.06], [0.33, 0.69, -1.00], [-1.26, -0.12, 0.71], [-0.03, 1.14, 1.19], [3.56, 3.60, -1.31], [-2.16, -0.95, 0.34], [-0.01, -0.81, -1.90], [1.23, -1.38, -0.53], [-0.22, -1.80, 1.41], [0.09, 0.67, -0.90], [0.06, -1.93, 3.52], [-0.12, 0.15, 0.23], [-0.42, 0.07, -0.51], [1.05, -0.63, 1.78], [0.18, 0.22, 0.23], [-2.75, -0.58, -0.01], [0.07, 0.58, 0.13]],
  "nbo_charge": [-0.24, -0.19, -0.18, -0.25, -0.27, 0.30, -0.54, -1.04, -0.79, 1.88, -0.12, 0.22, 0.21, 0.22, 0.22, 0.23, 0.23, 0.20, -0.09]
}